This record from the OMol25 dataset describes a molecular structure, C32H14AsAuBF21GeO3S2. The level of theory is ωB97M-V/def2-TZVPD.

```
76
Properties=species:S:1:pos:R:3:forces:R:3
Au -1.156 0.101 0.743 -0.014 0.067 -0.064
C 3.875 -1.867 4.980 0.008 -0.004 0.000
C 3.409 -1.317 3.665 0.002 -0.009 -0.005
C 3.066 0.025 3.530 -0.013 0.002 -0.012
C 2.632 0.524 2.313 0.001 -0.017 0.000
C 2.550 -0.333 1.221 0.036 -0.027 -0.036
C 2.888 -1.681 1.332 -0.031 0.025 0.027
C 3.315 -2.158 2.551 0.008 -0.002 -0.003
S 1.859 0.355 -0.227 0.072 0.081 0.073
C 2.729 -0.464 -1.544 -0.015 -0.013 0.024
O 0.450 -0.309 -0.426 -0.090 -0.064 -0.119
H 3.698 -1.166 5.792 -0.001 0.000 0.000
H 4.945 -2.081 4.942 -0.002 0.000 0.001
H 3.364 -2.802 5.209 -0.008 0.002 0.000
H 3.128 0.682 4.387 0.002 0.000 0.001
H 2.346 1.564 2.214 0.008 0.022 -0.008
H 2.775 -2.359 0.499 0.007 -0.021 0.005
H 3.559 -3.207 2.654 0.001 0.001 0.004
H 2.552 -1.534 -1.472 0.004 0.003 -0.027
H 3.786 -0.226 -1.444 0.003 0.005 -0.002
H 2.334 -0.074 -2.479 -0.004 0.001 0.007
O -0.182 2.890 1.279 0.011 0.001 -0.006
B -0.936 2.101 0.464 -0.009 -0.001 0.038
O -1.485 2.744 -0.607 -0.013 -0.023 0.003
C -1.027 4.057 -0.469 0.000 0.009 0.003
C -1.276 5.137 -1.280 0.002 -0.001 0.000
C -0.687 6.337 -0.889 0.000 0.000 -0.001
C 0.101 6.426 0.255 0.000 0.000 0.001
C 0.342 5.320 1.067 -0.004 0.002 0.001
C -0.244 4.145 0.666 0.006 0.014 0.007
H -1.891 5.061 -2.166 -0.003 0.000 -0.001
H -0.849 7.222 -1.489 -0.001 0.000 -0.001
H 0.537 7.379 0.523 0.001 0.000 0.000
H 0.947 5.381 1.960 0.003 -0.002 -0.003
F -2.630 -0.892 -1.585 -0.015 0.054 -0.007
C -3.199 0.262 -1.961 0.006 -0.018 0.008
C -4.170 0.847 -1.159 0.035 -0.037 -0.021
C -4.662 2.080 -1.564 -0.008 -0.012 -0.003
F -5.569 2.717 -0.821 -0.003 0.022 -0.006
C -4.227 2.699 -2.721 -0.003 -0.015 0.005
F -4.703 3.885 -3.076 -0.004 0.012 -0.001
C -3.266 2.078 -3.503 -0.001 0.019 -0.021
F -2.827 2.670 -4.599 -0.004 -0.007 0.009
C -2.746 0.850 -3.124 0.035 -0.006 0.006
F -1.799 0.274 -3.855 -0.021 0.011 0.013
Ge -4.720 0.031 0.508 -0.015 0.025 -0.029
S -2.977 0.712 1.937 0.041 -0.079 0.043
C -6.325 0.784 1.281 -0.023 -0.003 -0.034
C -6.474 1.366 2.525 -0.002 -0.004 -0.012
F -5.418 1.513 3.333 0.001 0.009 0.017
C -7.704 1.814 2.973 0.001 -0.002 -0.001
F -7.825 2.373 4.168 -0.001 0.001 0.000
C -8.817 1.673 2.158 -0.003 0.002 -0.003
F -9.995 2.097 2.576 0.005 -0.002 -0.001
C -8.701 1.087 0.904 0.000 0.006 0.010
F -9.766 0.952 0.128 0.004 0.001 0.003
C -7.457 0.654 0.495 0.002 -0.016 -0.002
F -7.326 0.083 -0.714 -0.003 0.012 0.010
C -4.738 -1.884 0.631 -0.027 0.013 0.041
C -4.734 -2.417 1.911 0.036 -0.010 -0.002
F -4.735 -1.569 2.952 0.005 0.006 0.021
C -4.721 -3.774 2.145 -0.039 0.003 -0.063
F -4.694 -4.260 3.374 0.016 -0.006 0.028
C -4.728 -4.631 1.053 -0.039 0.004 0.003
F -4.707 -5.934 1.245 0.009 0.009 0.000
C -4.775 -4.129 -0.241 0.008 0.008 0.000
F -4.816 -4.962 -1.271 0.000 0.006 0.005
C -4.788 -2.762 -0.439 0.008 -0.017 0.001
F -4.882 -2.296 -1.686 0.012 0.003 -0.006
F 0.087 -1.537 2.441 -0.106 -0.028 0.010
As -0.806 -3.024 2.135 0.158 0.025 -0.119
F -0.056 -3.824 3.431 -0.018 0.006 0.018
F -2.075 -2.380 3.114 -0.057 0.043 0.056
F -1.793 -4.341 1.678 -0.004 -0.036 0.020
F -1.583 -2.068 0.750 0.051 -0.071 0.071
F 0.406 -3.485 1.008 -0.009 0.015 0.026
```
Forces are in eV/Å.

Calculated values
HOMO-LUMO gap (alpha / beta) = 7.946 / 4.964 eV
Net charge = +1
LUMO (alpha / beta) = -4.0854 / -7.0661 eV
Spin multiplicity = 2
Energy relative to the best compared isomer or geometry (same formula, charge and spin) = 5.89 kJ/mol
E_HOMO (alpha / beta) = -12.03 / -12.03 eV

Partial atomic charges computed with the Mulliken method, in multiples of e: 1.965 -1.504 0.892 -0.814 -0.489 0.762 -0.375 -0.782 0.590 -1.186 -0.700 0.380 0.343 0.349 0.374 0.446 0.075 0.393 0.341 0.448 0.460 -0.234 0.619 0.003 0.626 -0.898 -0.766 -0.608 -1.065 0.654 0.483 0.429 0.423 0.530 -0.552 -0.455 0.822 0.870 -0.350 0.134 -0.354 0.818 -0.329 0.221 -0.338 -1.064 -0.399 -0.145 0.206 -0.267 0.023 -0.271 0.643 -0.274 0.080 -0.269 0.883 -0.330 0.336 0.240 -0.503 0.415 -0.338 0.651 -0.312 0.268 -0.299 0.431 -0.347 -0.570 2.248 -0.465 -0.467 -0.448 -0.843 -0.459


This record from the OMol25 dataset describes a molecular structure, C32H14F8N2RuS3Sb. The level of theory is ωB97M-V/def2-TZVPD.

```
61
Properties=species:S:1:pos:R:3:forces:R:3
Ru -0.852 -0.582 0.021 0.108 2.134 -0.391
F 5.606 0.664 2.042 0.043 -0.007 0.014
C 4.285 0.524 2.090 -0.174 -0.029 0.026
C 3.553 0.411 0.922 0.014 0.015 -0.091
F 4.168 0.441 -0.258 0.015 -0.023 -0.048
C 2.181 0.268 0.992 0.150 -0.032 0.396
F 1.489 0.153 -0.172 0.383 -0.595 -0.043
C 1.485 0.224 2.190 0.323 0.118 -0.151
S -0.237 0.065 2.300 -1.293 -0.313 -1.036
C 2.251 0.332 3.355 0.000 -0.069 -0.285
F 1.647 0.276 4.540 0.015 0.049 0.077
C 3.624 0.480 3.310 0.031 0.022 -0.037
F 4.322 0.580 4.437 0.025 -0.008 0.029
S -3.177 -0.360 -0.259 1.971 -0.153 0.720
C -3.135 1.304 0.306 -0.328 0.342 -0.075
C -4.232 1.798 1.007 0.011 -0.028 -0.070
C -4.280 3.116 1.437 0.247 -0.029 -0.170
C -5.441 3.600 2.114 -0.221 0.130 0.192
N -6.382 3.990 2.646 0.047 -0.054 -0.025
C -3.191 3.966 1.179 -0.029 -0.335 -0.136
C -2.094 3.477 0.485 -0.059 -0.017 -0.030
C -2.050 2.159 0.030 -0.315 0.426 -0.100
S -0.671 1.635 -0.906 -0.947 -1.611 1.040
C -3.200 5.332 1.602 0.019 0.260 0.089
N -3.178 6.435 1.920 -0.013 -0.052 -0.001
H -5.061 1.135 1.214 -0.031 0.045 0.032
H -1.254 4.127 0.285 -0.017 0.041 0.028
F -0.549 -9.263 0.628 -0.015 -0.033 -0.003
C -0.381 -7.934 0.555 0.003 0.121 0.025
C -0.696 -7.160 1.655 -0.027 -0.066 0.040
C -0.509 -5.787 1.572 -0.013 -0.004 -0.078
C -0.021 -5.216 0.403 0.090 0.413 0.070
C 0.286 -6.019 -0.691 -0.023 -0.036 0.106
C 0.105 -7.390 -0.621 0.015 -0.033 -0.103
Sb 0.370 -3.108 0.319 0.044 -0.949 -0.542
C 2.356 -3.240 -0.492 -0.373 0.202 0.172
C 2.605 -3.226 -1.860 0.057 -0.046 0.059
C 3.906 -3.281 -2.337 0.052 -0.013 -0.078
C 4.945 -3.337 -1.428 -0.129 -0.008 -0.026
F 6.205 -3.376 -1.886 0.012 -0.001 0.008
C 4.728 -3.360 -0.064 0.137 0.043 0.074
C 3.423 -3.311 0.400 -0.080 0.013 -0.005
C -0.651 -2.747 -1.562 0.293 0.447 0.545
C -1.721 -3.541 -1.977 -0.182 0.033 -0.150
C -2.447 -3.205 -3.105 -0.039 -0.128 0.173
C -2.132 -2.038 -3.785 0.216 0.181 0.030
F -2.842 -1.715 -4.872 -0.059 -0.014 -0.008
C -1.103 -1.213 -3.393 -0.143 0.085 -0.130
C -0.350 -1.570 -2.274 0.090 -0.330 0.030
H -1.076 -7.629 2.552 0.008 -0.015 -0.009
H -0.748 -5.164 2.426 -0.012 -0.037 0.024
H 0.671 -5.570 -1.599 0.030 -0.076 -0.027
H 0.336 -8.036 -1.457 -0.004 -0.018 0.019
H 1.786 -3.179 -2.566 0.009 0.011 -0.041
H 4.118 -3.279 -3.397 0.024 0.016 0.010
H 5.572 -3.396 0.612 -0.007 -0.043 -0.001
H 3.237 -3.341 1.468 0.075 0.069 0.012
H -1.968 -4.443 -1.431 -0.035 0.005 -0.009
H -3.256 -3.830 -3.459 -0.018 0.032 -0.011
H -0.896 -0.308 -3.947 0.017 -0.022 -0.022
H 0.549 -1.003 -2.051 0.013 -0.028 -0.111
```
Forces are in eV/Å.

Calculated values
HOMO-LUMO gap (alpha / beta) = 6.352 / 6.127 eV
LUMO (alpha / beta) = -2.0398 / -2.1579 eV
Spin multiplicity = 2
Energy relative to the best compared isomer or geometry (same formula, charge and spin) = 101.16 kJ/mol
E_HOMO (alpha / beta) = -8.39 / -8.29 eV

Partial atomic charges computed with the natural (NBO) method, in multiples of e: 0.342 -0.279 0.256 0.324 -0.289 0.277 -0.314 -0.290 -0.003 0.324 -0.284 0.282 -0.280 0.099 -0.209 -0.151 -0.130 0.264 -0.274 -0.124 -0.167 -0.170 0.064 0.265 -0.272 0.239 0.239 -0.315 0.416 -0.280 -0.204 -0.359 -0.205 -0.278 1.157 -0.353 -0.235 -0.233 0.403 -0.315 -0.277 -0.212 -0.363 -0.214 -0.268 0.476 -0.319 -0.263 -0.298 0.238 0.223 0.223 0.237 0.223 0.230 0.239 0.219 0.235 0.241 0.246 0.246


This record from the OMol25 dataset describes a molecular structure, C32H18Cl9N6O3STa. The level of theory is ωB97M-V/def2-TZVPD.

```
70
Properties=species:S:1:pos:R:3:forces:R:3
Ta -0.741 -0.666 0.359 -1.570 0.711 -0.640
N -1.508 2.846 -0.630 0.079 0.137 0.208
C -1.960 2.029 -1.587 -0.049 -0.394 -0.316
N -2.494 2.597 -2.650 -0.141 0.409 -0.139
C -2.862 1.805 -3.658 0.371 -0.255 0.760
N -3.420 2.339 -4.726 -0.179 0.147 -0.274
N -2.674 0.461 -3.633 -0.044 -0.388 -0.245
C -2.163 -0.032 -2.538 -0.242 0.866 -0.098
N -1.799 0.679 -1.452 0.206 -0.590 0.543
C -2.006 -1.497 -2.469 -0.211 -0.343 -0.685
C -2.510 -2.308 -3.482 0.160 0.247 0.343
C -2.448 -3.685 -3.334 0.147 0.011 0.282
C -1.871 -4.206 -2.184 0.043 0.225 -0.066
C -1.346 -3.329 -1.247 0.105 -0.798 0.153
N -1.407 -2.009 -1.384 0.228 0.737 0.735
H -1.765 3.817 -0.723 0.047 -0.028 0.023
H -1.253 2.507 0.283 -0.067 0.006 -0.042
H -3.614 3.329 -4.754 0.073 -0.103 0.022
H -3.704 1.754 -5.494 0.003 -0.002 0.045
H -2.960 -1.843 -4.347 -0.008 0.030 0.050
H -2.852 -4.339 -4.092 -0.043 -0.041 -0.060
H -1.830 -5.268 -2.005 0.069 -0.062 0.017
H -0.880 -3.696 -0.340 -0.060 -0.062 -0.082
Cl -0.028 1.752 2.316 0.257 0.745 0.407
C -1.734 1.494 2.415 -0.323 -0.367 -0.089
C -2.145 0.502 1.545 0.116 0.297 0.102
C -3.483 0.152 1.525 0.310 0.410 0.316
Cl -3.828 -1.078 0.387 -0.890 -0.301 -0.389
C -4.417 0.742 2.370 0.234 0.046 -0.077
Cl -6.046 0.239 2.373 0.020 -0.053 -0.112
C -3.975 1.764 3.230 0.161 -0.076 -0.113
Cl -5.095 2.526 4.261 -0.005 0.036 0.030
C -2.624 2.159 3.255 -0.044 -0.160 -0.037
Cl -2.106 3.403 4.305 0.160 -0.044 -0.077
Cl -0.703 -5.127 5.475 -0.070 -0.034 0.012
C -0.236 -3.923 4.358 0.128 0.098 -0.074
C 1.023 -3.312 4.476 -0.165 0.040 -0.113
Cl 2.063 -3.767 5.754 0.040 0.019 -0.041
C 1.430 -2.328 3.571 -0.270 0.093 -0.193
Cl 2.957 -1.574 3.713 0.195 0.199 -0.120
C 0.564 -1.949 2.546 -0.950 -1.639 1.367
O 0.768 -1.041 1.614 -0.198 0.830 -1.595
C -0.703 -2.569 2.433 1.840 -0.591 1.929
O -1.388 -2.069 1.428 -0.749 -0.728 -0.849
C -1.108 -3.555 3.334 0.052 0.277 -0.329
Cl -2.653 -4.268 3.161 -0.112 0.011 -0.104
O 0.682 0.105 -0.705 1.026 -0.003 -0.308
S 1.568 1.198 -1.362 1.366 0.544 0.592
C 3.090 0.343 -1.818 -0.286 -0.163 -0.255
C 3.308 -0.988 -1.514 -0.345 -0.035 0.184
C 4.516 -1.567 -1.875 -0.008 0.080 -0.003
C 5.478 -0.818 -2.534 -0.041 -0.044 0.019
C 5.239 0.512 -2.847 -0.118 0.012 0.080
C 4.036 1.099 -2.496 -0.195 0.109 0.038
C 2.243 2.111 0.032 -0.276 0.149 -0.403
C 2.036 3.483 0.050 -0.030 -0.057 -0.191
C 2.643 4.246 1.034 0.046 -0.054 0.073
C 3.429 3.627 1.994 -0.140 0.114 -0.070
C 3.589 2.248 1.993 -0.008 -0.200 -0.096
C 3.004 1.477 1.003 0.057 -0.131 0.059
H 2.550 -1.559 -0.993 0.057 -0.042 0.013
H 4.700 -2.601 -1.633 0.031 -0.103 0.009
H 6.417 -1.271 -2.813 0.088 -0.062 -0.013
H 5.985 1.097 -3.361 0.080 0.050 -0.074
H 3.841 2.132 -2.737 0.020 0.201 -0.066
H 1.423 3.950 -0.704 -0.092 0.103 -0.170
H 2.512 5.317 1.044 -0.019 0.064 -0.002
H 3.918 4.220 2.749 0.049 0.072 0.108
H 4.196 1.772 2.747 0.012 -0.048 0.076
H 3.134 0.406 0.991 0.076 -0.124 0.014
```
Forces are in eV/Å.

Calculated values
HOMO-LUMO gap = 6.553 eV
Net charge = +2
LUMO = -6.5521 eV
Energy relative to the best compared isomer or geometry (same formula, charge and spin) = 126.08 kJ/mol
E_HOMO = -13.10 eV

Partial atomic charges computed with the natural (NBO) method, in multiples of e: 2.408 -0.775 0.627 -0.553 0.616 -0.719 -0.522 0.458 -0.643 0.164 -0.174 -0.100 -0.210 0.090 -0.538 0.433 0.409 0.431 0.427 0.273 0.255 0.260 0.231 0.098 0.021 -0.526 -0.047 0.133 -0.085 0.120 -0.055 0.133 -0.130 0.111 0.109 -0.094 -0.058 0.110 -0.130 0.071 0.282 -0.736 0.184 -0.718 -0.082 0.084 -0.984 1.289 -0.162 -0.243 -0.184 -0.165 -0.165 -0.238 -0.299 -0.135 -0.217 -0.147 -0.181 -0.202 0.224 0.239 0.243 0.243 0.234 0.225 0.243 0.244 0.243 0.249


This record from the OMol25 dataset describes a molecular structure, C32H19BrClIN4O2Sn. The level of theory is ωB97M-V/def2-TZVPD.

```
61
Properties=species:S:1:pos:R:3:forces:R:3
Sn 0.935 0.107 0.453 -0.137 -0.297 0.211
Br -4.445 5.841 0.978 0.311 -0.233 -0.042
C -2.936 4.747 0.849 -0.224 0.498 0.157
C -1.716 5.174 1.422 -0.011 -0.049 -0.005
C -0.622 4.378 1.312 0.035 0.165 0.033
C -0.672 3.107 0.628 0.146 -0.058 0.004
O 0.375 2.449 0.464 -0.170 0.287 -0.064
C -1.953 2.657 0.111 -0.179 0.474 0.175
C -2.203 1.361 -0.476 0.059 -0.408 -0.140
N -1.473 0.302 -0.429 0.224 0.501 0.181
C -1.984 -0.903 -0.966 -0.462 -0.599 -0.320
C -3.222 -1.050 -1.565 0.260 0.244 0.138
C -3.701 -2.291 -2.006 -0.008 -0.242 -0.039
C -2.957 -3.424 -1.838 -0.070 0.127 0.000
C -1.679 -3.334 -1.247 0.050 0.094 -0.032
C -0.859 -4.469 -1.065 0.124 0.050 0.066
C 0.388 -4.330 -0.520 -0.132 -0.151 -0.073
C 0.816 -3.047 -0.166 0.049 0.152 -0.050
N 0.066 -1.974 -0.318 0.556 0.301 0.208
C -1.178 -2.075 -0.837 -0.288 -0.049 -0.111
C -3.035 3.517 0.199 0.074 -0.470 -0.158
H -1.662 6.125 1.933 -0.040 0.011 -0.027
H 0.336 4.686 1.710 0.013 -0.054 -0.006
H -3.174 1.318 -0.966 -0.007 -0.009 0.052
H -3.874 -0.202 -1.715 -0.012 -0.007 0.005
H -4.676 -2.343 -2.470 0.004 0.013 0.007
H -3.328 -4.390 -2.156 0.003 0.004 -0.006
H -1.233 -5.440 -1.367 0.018 -0.005 -0.001
H 1.038 -5.180 -0.372 0.016 0.026 0.001
H 1.806 -2.882 0.247 -0.029 -0.054 0.025
H -3.991 3.226 -0.219 0.000 -0.007 0.016
Cl 1.028 -2.744 7.341 -0.025 0.000 0.058
C 1.459 -2.219 5.784 0.205 0.014 -0.109
C 2.804 -2.089 5.464 -0.050 -0.024 0.116
C 3.198 -1.707 4.199 0.417 0.085 -0.405
I 5.200 -1.503 3.690 -0.355 -0.080 0.194
C 2.235 -1.458 3.150 0.051 0.034 0.102
O 2.555 -1.212 1.977 0.060 -0.249 0.047
C 0.816 -1.498 3.538 -0.072 -0.043 0.165
N -0.070 -1.120 2.602 -0.115 0.055 0.046
C -1.359 -1.152 2.900 0.045 -0.007 0.020
C -1.840 -1.581 4.137 -0.005 -0.031 0.027
C -0.941 -1.953 5.108 -0.010 -0.023 0.016
C 0.434 -1.904 4.829 -0.147 0.097 -0.213
H 3.548 -2.296 6.221 -0.031 -0.025 0.017
H -2.038 -0.821 2.121 -0.035 -0.034 0.030
H -2.904 -1.612 4.325 0.002 0.017 -0.004
H -1.281 -2.279 6.081 -0.006 0.013 -0.004
N 1.540 0.584 -1.877 -0.123 -0.025 -0.339
C 1.978 1.079 -2.819 -0.169 -0.210 0.365
C 2.516 1.678 -3.984 0.298 0.299 -0.554
C 1.737 1.764 -5.144 -0.017 -0.083 0.208
C 2.275 2.341 -6.277 0.018 0.037 -0.086
C 3.576 2.831 -6.260 -0.030 -0.031 0.053
C 4.347 2.746 -5.107 0.056 0.044 -0.066
C 3.826 2.172 -3.965 -0.148 -0.098 0.133
H 0.728 1.374 -5.143 0.001 0.008 -0.033
H 1.683 2.411 -7.179 -0.006 -0.008 0.012
H 3.992 3.278 -7.152 -0.001 0.004 0.002
H 5.358 3.130 -5.104 -0.005 -0.009 0.014
H 4.414 2.096 -3.060 0.025 0.014 -0.020
```
Forces are in eV/Å.

Calculated values
HOMO-LUMO gap (alpha / beta) = 6.335 / 4.933 eV
Net charge = +2
LUMO (alpha / beta) = -7.1758 / -7.9955 eV
Energy relative to the best compared isomer or geometry (same formula, charge and spin) = 29.03 kJ/mol
E_HOMO (alpha / beta) = -13.51 / -12.93 eV

Partial atomic charges computed with the natural (NBO) method, in multiples of e: 1.484 0.226 -0.032 -0.213 -0.175 0.434 -0.597 -0.083 0.170 -0.499 0.067 -0.172 -0.191 -0.139 -0.109 -0.072 -0.256 0.099 -0.567 0.237 -0.190 0.260 0.251 0.180 0.217 0.244 0.240 0.241 0.252 0.227 0.242 0.128 0.022 -0.261 -0.196 0.308 0.474 -0.611 0.081 -0.470 0.071 -0.229 -0.122 -0.047 0.266 0.203 0.248 0.253 -0.503 0.479 -0.234 -0.131 -0.206 -0.140 -0.200 -0.137 0.226 0.239 0.239 0.240 0.232


Which of these has the lowest energy relative to the best compared isomer or geometry (same formula, charge and spin)?
C32H14AsAuBF21GeO3S2